[1]
Below is a molecular structure, C5H14N4O at a distorted geometry, with properties calculated with the ωB97M-V functional and the def2-TZVPD basis.

## Properties
LUMO level   0.8 eV
Relative energy (zero: lowest compared OMol25 entry of this formula, charge and spin)   95.3 kcal per mole
Maximum force   4.40 eV/A
Highest occupied orbital energy   -7.814 eV
Gap between HOMO and LUMO   0.315 hartree

Geometry as ORCA input:
```
! RIJCOSX wB97M-V def2-TZVPD def2/J DEFGRID3
* xyz 0 1
C 1.34 0.50 -0.55
C 1.57 1.98 -0.30
C -1.26 0.61 0.05
N -1.19 1.43 1.19
N -1.94 0.80 -1.02
H -0.42 1.22 1.81
H -1.31 2.41 0.96
H -2.17 1.77 -1.20
H 2.33 0.03 -0.47
H 1.04 0.27 -1.57
H 2.48 2.33 -0.80
H 1.73 2.19 0.75
H 0.76 2.58 -0.73
C 1.08 -2.21 -0.11
N -1.20 -0.80 0.49
C 0.71 -0.97 0.65
N -1.81 -1.75 -0.39
O 0.87 -0.70 1.81
H -1.33 -0.93 1.49
H -2.66 -2.08 0.05
H -2.10 -1.16 -1.19
H 2.16 -2.32 -0.09
H 0.55 -3.06 0.32
H 0.77 -2.14 -1.14
*
```

[2]
Below is 2 unconnected molecules or ions with the total composition C5H14NO, with properties calculated with the ωB97M-V functional and the def2-TZVPD basis.

## Properties
LUMO level   -4.7 eV
Relative energy (zero: lowest compared OMol25 entry of this formula, charge and spin)   34.0 kcal per mole
Maximum force   0.98 eV/A
Highest occupied orbital energy   -15.236 eV
Gap between HOMO and LUMO   0.387 hartree

Geometry as ORCA input:
```
! RIJCOSX wB97M-V def2-TZVPD def2/J DEFGRID3
* xyz 1 1
C -1.22 -0.76 2.49
C -1.45 0.15 1.27
C -0.91 -0.45 -0.05
C 0.51 -0.99 0.01
C 2.24 0.64 -0.76
N 1.41 0.20 0.10
H -1.70 -0.31 3.36
H -1.75 -1.70 2.31
H -0.16 -0.98 2.62
H -2.51 0.18 1.12
H -1.13 1.18 1.44
H -1.62 -1.23 -0.34
H -0.87 0.32 -0.82
H 0.73 -1.61 0.89
H 0.81 -1.53 -0.89
H 2.57 1.65 -0.65
H 2.57 -0.01 -1.56
H 1.08 0.86 0.80
H 1.21 1.70 -3.95
H -0.31 1.41 -3.95
O 0.51 1.29 -3.42
*
```

[3]
Below is 2 unconnected molecules or ions with the total composition C5H14NO at a distorted geometry, with properties calculated with the ωB97M-V functional and the def2-TZVPD basis.

## Properties
LUMO level   -8.2 eV
Relative energy (zero: lowest compared OMol25 entry of this formula, charge and spin)   135.3 kcal per mole
Maximum force   4.73 eV/A
Highest occupied orbital energy   -12.269 eV
Gap between HOMO and LUMO   0.148 hartree

Geometry as ORCA input:
```
! RIJCOSX wB97M-V def2-TZVPD def2/J DEFGRID3
* xyz 1 1
C -0.55 0.88 0.25
O -1.72 0.06 0.62
C 0.68 0.50 1.00
C 1.34 -0.82 0.51
C 2.77 -0.62 0.06
C 2.88 0.41 -1.11
N -4.39 -0.30 -1.04
H -0.32 0.64 -0.92
H -0.93 1.91 0.31
H -1.58 -0.43 1.48
H 0.56 0.91 2.03
H 0.92 -1.17 -0.40
H 1.30 -1.64 1.29
H 3.00 -1.69 -0.17
H 3.44 -0.16 0.81
H 3.73 0.35 -1.77
H 2.81 1.42 -0.68
H 1.93 0.32 -1.77
H -5.07 0.37 -0.59
H -4.67 -1.26 -0.81
H -3.43 -0.07 -0.69
*
```

[4]
Below is 2 unconnected molecules or ions with the total composition C5H14NO at a distorted geometry, with properties calculated with the ωB97M-V functional and the def2-TZVPD basis.

## Properties
LUMO level   -5.6 eV
Relative energy (zero: lowest compared OMol25 entry of this formula, charge and spin)   65.9 kcal per mole
Maximum force   2.92 eV/A
Highest occupied orbital energy   -14.878 eV
Gap between HOMO and LUMO   0.342 hartree

Geometry as ORCA input:
```
! RIJCOSX wB97M-V def2-TZVPD def2/J DEFGRID3
* xyz 1 1
C 0.44 -2.43 1.27
C -0.67 -1.93 0.30
C -0.82 -0.36 0.34
C 0.40 0.35 -0.28
C 0.31 1.34 -2.54
N 0.44 0.28 -1.83
H 0.59 -3.52 1.30
H 0.20 -2.15 2.31
H 1.51 -2.13 1.09
H -1.59 -2.41 0.68
H -0.53 -2.39 -0.68
H -0.85 -0.21 1.39
H -1.80 -0.23 -0.04
H 1.24 -0.25 0.03
H 0.52 1.41 -0.10
H -0.23 1.36 -3.52
H 0.66 2.29 -2.09
H 0.65 -0.50 -2.37
H -0.10 3.03 1.29
H -0.34 2.89 2.83
O -0.12 2.37 2.02
*
```

[5]
Below is 2 unconnected molecules or ions with the total composition C5H14NO at a distorted geometry, with properties calculated with the ωB97M-V functional and the def2-TZVPD basis.

## Properties
LUMO level   -5.2 eV
Relative energy (zero: lowest compared OMol25 entry of this formula, charge and spin)   60.2 kcal per mole
Maximum force   3.64 eV/A
Highest occupied orbital energy   -14.946 eV
Gap between HOMO and LUMO   0.357 hartree

Geometry as ORCA input:
```
! RIJCOSX wB97M-V def2-TZVPD def2/J DEFGRID3
* xyz 1 1
C 0.15 1.76 -0.22
C 0.98 0.94 -1.21
C 2.05 0.08 -0.45
C 1.30 -0.88 0.59
C -1.05 -1.80 -0.02
N 0.30 -1.81 -0.04
H -0.50 2.53 -0.82
H 0.66 2.34 0.55
H -0.57 1.11 0.34
H 1.49 1.63 -1.81
H 0.31 0.24 -1.86
H 2.70 0.73 0.13
H 2.81 -0.41 -1.14
H 0.72 -0.26 1.33
H 2.05 -1.35 1.36
H -1.70 -2.60 -0.49
H -1.72 -0.97 0.40
H 0.68 -2.69 -0.29
H -3.90 0.89 0.65
H -3.63 0.04 1.88
O -3.15 0.49 1.12
*
```

[6]
Below is 2 unconnected molecules or ions with the total composition C5H14NO2 at a distorted geometry, with properties calculated with the ωB97M-V functional and the def2-TZVPD basis.

## Properties
LUMO level   3.6 eV
Relative energy (zero: lowest compared OMol25 entry of this formula, charge and spin)   12.7 kcal per mole
Maximum force   1.43 eV/A
Highest occupied orbital energy   -3.352 eV
Gap between HOMO and LUMO   0.257 hartree

Geometry as ORCA input:
```
! RIJCOSX wB97M-V def2-TZVPD def2/J DEFGRID3
* xyz -1 1
C -0.22 3.00 -1.16
C 0.04 2.12 0.04
N -1.14 1.29 0.36
C -0.06 -0.30 1.85
C -0.93 -0.15 0.61
C -0.34 -0.92 -0.61
O -0.13 -2.25 -0.31
H 0.33 3.95 -1.08
H -1.26 3.32 -1.22
H 0.07 2.57 -2.12
H 0.25 2.73 0.92
H 0.88 1.45 -0.15
H -1.92 1.50 -0.24
H -0.64 -0.55 2.74
H 0.57 -1.20 1.74
H 0.65 0.50 2.04
H -1.91 -0.59 0.77
H -1.08 -0.79 -1.42
H 0.64 -0.45 -0.85
H 1.21 -2.52 -0.33
H 2.70 -1.85 -0.51
O 2.29 -2.73 -0.52
*
```

[7]
Below is 2 unconnected molecules or ions with the total composition C5H14NO2 at a distorted geometry, with properties calculated with the ωB97M-V functional and the def2-TZVPD basis.

## Properties
LUMO level   3.7 eV
Relative energy (zero: lowest compared OMol25 entry of this formula, charge and spin)   14.0 kcal per mole
Maximum force   2.29 eV/A
Highest occupied orbital energy   -2.922 eV
Gap between HOMO and LUMO   0.243 hartree

Geometry as ORCA input:
```
! RIJCOSX wB97M-V def2-TZVPD def2/J DEFGRID3
* xyz -1 1
C 0.03 -0.44 -0.31
C 0.28 -1.53 0.75
C 1.74 -1.97 0.67
C -0.67 -2.70 0.64
N 0.94 0.69 -0.06
C 0.76 1.83 -0.97
O -0.48 2.26 -1.27
H 0.28 -0.90 -1.28
H -1.00 -0.05 -0.30
H 0.14 -1.13 1.79
H 2.26 -1.29 1.35
H 2.25 -1.63 -0.23
H 2.02 -3.03 0.68
H -0.36 -3.53 1.29
H -1.68 -2.35 0.84
H -0.63 -3.20 -0.32
H 0.80 0.96 0.91
H 1.39 2.71 -0.64
H 1.34 1.67 -1.92
H -1.64 2.04 -0.24
H -3.11 1.51 0.09
O -2.30 1.78 0.51
*
```

[8]
Below is 2 unconnected molecules or ions with the total composition C5H14NO2 at a distorted geometry, with properties calculated with the ωB97M-V functional and the def2-TZVPD basis.

## Properties
LUMO level   3.9 eV
Relative energy (zero: lowest compared OMol25 entry of this formula, charge and spin)   6.2 kcal per mole
Maximum force   2.13 eV/A
Highest occupied orbital energy   -3.268 eV
Gap between HOMO and LUMO   0.264 hartree

Geometry as ORCA input:
```
! RIJCOSX wB97M-V def2-TZVPD def2/J DEFGRID3
* xyz -1 1
C 0.48 1.68 -1.94
C 0.16 0.71 -0.82
C 1.28 0.66 0.23
C 2.45 -0.25 -0.20
N -1.20 0.95 -0.32
C -1.91 -0.28 0.19
O -1.60 -0.61 1.46
H -0.22 1.53 -2.75
H 0.41 2.71 -1.56
H 1.53 1.60 -2.27
H 0.08 -0.31 -1.21
H 1.63 1.67 0.52
H 0.88 0.30 1.17
H 2.90 -0.66 0.71
H 3.14 0.30 -0.84
H 2.09 -1.16 -0.68
H -1.26 1.56 0.49
H -2.98 -0.26 -0.03
H -1.68 -1.14 -0.55
H -0.45 -1.64 1.44
H -0.71 -3.16 1.49
O 0.03 -2.56 1.32
*
```

[9]
Below is 2 unconnected molecules or ions with the total composition C5H14NO2 at a distorted geometry, with properties calculated with the ωB97M-V functional and the def2-TZVPD basis.

## Properties
LUMO level (alpha / beta)   6.2 / 6.2 eV
Relative energy (zero: lowest compared OMol25 entry of this formula, charge and spin)   26.6 kcal per mole
⟨S²⟩   0.7505
Maximum force   1.60 eV/A
Highest occupied orbital energy (alpha / beta)   3.843 / -0.085 eV
Gap between HOMO and LUMO (alpha / beta)   0.088 / 0.231 hartree

Geometry as ORCA input:
```
! RIJCOSX wB97M-V def2-TZVPD def2/J DEFGRID3
* xyz -2 2
C 0.58 1.66 1.68
N 0.36 1.25 0.31
C -0.38 2.31 -0.37
C -1.05 -0.62 1.28
C -0.23 -0.11 0.11
C 0.88 -1.10 -0.40
O 0.54 -1.90 -1.48
H 1.27 0.94 2.15
H -0.26 1.58 2.41
H 0.83 2.72 1.74
H -1.37 2.50 0.05
H 0.18 3.26 -0.39
H -0.40 2.08 -1.45
H -1.72 0.19 1.55
H -1.66 -1.47 0.94
H -0.51 -1.02 2.14
H -0.90 0.07 -0.73
H 1.75 -0.50 -0.68
H 1.09 -1.76 0.48
H -0.27 -3.74 -2.79
H 0.81 -2.75 -3.12
O 0.46 -3.61 -3.41
*
```

[10]
Below is 2 unconnected molecules or ions with the total composition C5H14NO2 at a distorted geometry, with properties calculated with the ωB97M-V functional and the def2-TZVPD basis.

## Properties
LUMO level (alpha / beta)   0.8 / -1.9 eV
Relative energy (zero: lowest compared OMol25 entry of this formula, charge and spin)   17.8 kcal per mole
⟨S²⟩   0.7553
Maximum force   3.54 eV/A
Highest occupied orbital energy (alpha / beta)   -9.747 / -9.882 eV
Gap between HOMO and LUMO (alpha / beta)   0.388 / 0.292 hartree

Geometry as ORCA input:
```
! RIJCOSX wB97M-V def2-TZVPD def2/J DEFGRID3
* xyz 0 2
C 1.25 0.76 0.04
O 2.26 0.84 -0.83
C -0.08 0.60 -0.85
C -1.00 -0.49 -0.26
C -1.51 -0.13 1.17
C -1.11 -1.29 2.13
N -0.74 1.85 -1.21
H 1.09 1.63 0.73
H 1.33 -0.07 0.77
H 0.25 0.13 -1.80
H -0.49 -1.41 -0.45
H -1.93 -0.52 -0.83
H -2.54 0.22 1.17
H -0.86 0.68 1.56
H -1.81 -2.05 1.80
H -1.24 -1.00 3.17
H -0.10 -1.63 1.89
H -0.76 2.60 -0.53
H -0.24 2.26 -1.99
H 2.51 -1.16 -1.17
H 2.93 -0.48 -2.42
O 2.81 -1.36 -2.06
*
```

[11]
Below is 3 unconnected molecules or ions with the total composition C5H14NO2 at a distorted geometry, with properties calculated with the ωB97M-V functional and the def2-TZVPD basis.

## Properties
LUMO level   -5.0 eV
Relative energy (zero: lowest compared OMol25 entry of this formula, charge and spin)   66.3 kcal per mole
Maximum force   1.90 eV/A
Highest occupied orbital energy   -14.120 eV
Gap between HOMO and LUMO   0.335 hartree

Geometry as ORCA input:
```
! RIJCOSX wB97M-V def2-TZVPD def2/J DEFGRID3
* xyz 1 1
C -0.56 -0.16 -3.01
C -1.83 -0.59 -2.23
C -1.45 -0.80 -0.77
C -1.60 0.27 0.01
N -1.24 0.22 1.41
C -0.40 -0.60 1.90
H 0.21 0.22 -2.35
H -0.92 0.64 -3.67
H -0.23 -0.91 -3.73
H -2.24 -1.52 -2.60
H -2.64 0.13 -2.26
H -0.88 -1.67 -0.49
H -2.17 1.11 -0.36
H -1.90 0.69 2.02
H 0.40 -1.15 1.42
H -0.44 -0.94 2.92
H 3.71 -1.58 1.77
H 3.28 -0.28 1.03
O 3.05 -1.20 1.18
H 2.34 3.13 0.76
H 2.28 2.46 2.10
O 2.22 2.26 1.16
*
```

[12]
Below is 4 unconnected molecules or ions with the total composition C5H14NO5 at a distorted geometry, with properties calculated with the ωB97M-V functional and the def2-TZVPD basis.

## Properties
LUMO level   3.5 eV
Relative energy (zero: lowest compared OMol25 entry of this formula, charge and spin)   21.1 kcal per mole
Maximum force   2.54 eV/A
Highest occupied orbital energy   -5.185 eV
Gap between HOMO and LUMO   0.319 hartree

Geometry as ORCA input:
```
! RIJCOSX wB97M-V def2-TZVPD def2/J DEFGRID3
* xyz -1 1
N 1.23 1.15 -0.58
C 1.66 0.12 -1.52
C 0.52 -0.23 -2.48
C -0.56 0.85 -2.14
C -0.24 1.39 -0.75
C -1.00 0.55 0.30
O -1.71 1.16 1.13
O -1.11 -0.69 0.07
H 1.72 1.99 -0.85
H 2.56 0.60 -1.96
H 2.05 -0.77 -1.01
H 0.06 -1.19 -2.13
H 0.89 -0.16 -3.50
H -1.51 0.27 -2.16
H -0.69 1.59 -2.93
H -0.45 2.47 -0.63
H 0.88 0.11 2.27
H 1.81 1.15 1.52
O 1.78 0.42 2.13
H -0.29 -2.07 0.08
H -0.95 -3.35 0.17
O -0.05 -3.04 -0.02
H -1.25 -0.12 2.48
H -0.64 -1.52 2.37
O -0.76 -0.79 3.00
*
```